ORCA calculation (ωB97M-V with the def2-TZVPD basis set) on 7 unconnected molecules or ions with the total composition C13H37N13O8.

Geometry (Å):
C: 1.740 -2.670 0.784
C: 2.728 -1.798 0.938
C: 2.984 -1.019 2.197
C: 3.223 0.472 1.887
C: 1.969 1.304 2.123
N: 1.005 1.018 1.072
C: 0.147 2.138 0.688
O: 4.313 1.007 2.667
C: 5.503 0.796 2.054
O: 6.420 0.243 2.585
H: 1.214 -3.066 1.645
H: 1.416 -3.002 -0.193
H: 3.428 -1.625 0.129
H: 2.154 -1.152 2.888
H: 3.902 -1.395 2.658
H: 3.428 0.558 0.821
H: 2.238 2.356 2.062
H: 1.599 1.078 3.130
H: 0.475 0.182 1.264
H: 0.438 2.489 -0.307
H: 0.264 2.987 1.360
H: -0.904 1.866 0.629
H: 5.535 1.182 1.027
N: 0.337 -6.592 -1.968
C: -0.044 -5.330 -2.321
N: -1.396 -5.090 -2.253
O: 0.746 -4.477 -2.680
H: -0.308 -7.305 -1.682
H: 1.316 -6.801 -2.006
H: -1.710 -4.171 -2.500
H: -2.066 -5.779 -1.962
N: 4.199 3.988 -1.580
C: 3.564 2.780 -1.526
N: 2.577 2.584 -2.447
O: 3.851 1.925 -0.704
H: 3.971 4.704 -2.243
H: 4.925 4.156 -0.909
H: 2.092 1.706 -2.413
H: 2.311 3.267 -3.130
N: 2.508 4.853 4.283
C: 1.293 5.341 3.873
N: 1.230 6.697 3.717
O: 0.344 4.607 3.666
H: 3.307 5.431 4.458
H: 2.588 3.860 4.401
H: 0.359 7.099 3.406
H: 2.006 7.305 3.892
N: -2.680 -6.001 -5.123
C: -3.451 -7.095 -4.882
N: -4.402 -7.379 -5.820
O: -3.302 -7.779 -3.876
H: -2.779 -5.408 -5.925
H: -1.974 -5.796 -4.436
H: -4.974 -8.188 -5.667
H: -4.541 -6.833 -6.649
N: -1.536 9.795 3.939
C: -1.370 9.574 2.599
N: -1.745 10.604 1.783
O: -0.921 8.530 2.159
H: -1.907 10.645 4.318
H: -1.284 9.053 4.564
H: -1.637 10.468 0.796
H: -2.120 11.470 2.119
N: -7.415 -7.597 -1.847
C: -6.795 -6.507 -1.294
N: -5.560 -6.225 -1.809
O: -7.307 -5.843 -0.412
H: -7.004 -8.160 -2.566
H: -8.321 -7.836 -1.492
H: -5.076 -5.438 -1.422
H: -5.117 -6.763 -2.535

Values from the calculation:
LUMO energy = 0.35 eV
ΔE to the lowest compared entry with this formula, charge and spin = 0.00 kJ/mol
Kohn-Sham gap = 8.2 eV
SMILES = C=CC[C@@H](CNC)OC=O.NC(N)=O.NC(N)=O.NC(N)=O.NC(N)=O.NC(N)=O.NC(N)=O

ORCA calculation (ωB97M-V with the def2-TZVPD basis set) on a single C19H29N3O5S molecule in a non-equilibrium geometry.

Geometry (Å):
C: -3.290 -4.157 0.177
O: -4.197 -3.409 -0.597
C: -4.252 -2.061 -0.409
C: -5.160 -1.366 -1.203
C: -5.289 0.005 -1.097
C: -4.513 0.714 -0.190
O: -4.555 2.078 -0.025
C: -5.523 2.805 -0.741
C: -3.608 0.024 0.624
C: -2.765 0.792 1.610
N: -1.855 1.692 0.931
C: -0.531 1.454 0.835
O: 0.005 0.526 1.410
C: 0.205 2.453 -0.056
C: 1.489 2.987 0.593
C: 2.576 1.919 0.658
N: 2.817 1.394 -0.671
S: 4.227 0.542 -0.793
O: 4.289 0.014 -2.124
O: 5.280 1.404 -0.353
N: 4.036 -0.690 0.342
C: 3.621 -1.975 -0.206
C: 4.721 -2.992 0.153
C: 5.894 -2.117 0.591
C: 5.175 -0.921 1.213
C: 1.646 0.748 -1.224
C: 0.545 1.789 -1.400
C: -3.478 -1.350 0.502
H: -3.518 -4.083 1.245
H: -3.411 -5.190 -0.145
H: -2.257 -3.842 0.003
H: -5.761 -1.920 -1.906
H: -6.000 0.509 -1.732
H: -5.416 3.839 -0.415
H: -6.536 2.459 -0.514
H: -5.353 2.749 -1.821
H: -2.154 0.113 2.207
H: -3.413 1.383 2.266
H: -2.295 2.412 0.381
H: -0.465 3.300 -0.243
H: 1.276 3.344 1.602
H: 1.853 3.824 -0.005
H: 3.518 2.344 1.003
H: 2.269 1.113 1.336
H: 3.508 -1.865 -1.285
H: 2.655 -2.253 0.227
H: 4.394 -3.621 0.982
H: 4.969 -3.632 -0.692
H: 6.463 -1.781 -0.277
H: 6.562 -2.618 1.288
H: 5.776 -0.016 1.255
H: 4.801 -1.165 2.213
H: 1.939 0.323 -2.184
H: 1.297 -0.053 -0.560
H: -0.343 1.315 -1.823
H: 0.896 2.557 -2.091
H: -2.762 -1.849 1.134

Values from the calculation:
LUMO energy = 0.52 eV
ΔE to the lowest compared entry with this formula, charge and spin = 185.43 kJ/mol
Kohn-Sham gap = 8.7 eV
SMILES = COc1ccc(OC)c(CNC(=O)C2CCN(S(=O)(=O)N3CCCC3)CC2)c1

ORCA calculation (ωB97M-V with the def2-TZVPD basis set) on 2 unconnected molecules or ions with the total composition C4H8I2 in a non-equilibrium geometry.

Geometry (Å):
C: -1.287 -0.119 -1.378
C: 0.181 -0.186 1.706
C: 0.074 0.512 -0.944
C: 1.217 -0.276 0.645
I: -0.131 2.599 -0.456
I: 1.936 -2.107 0.006
H: -1.432 0.052 -2.449
H: -2.089 0.118 -0.761
H: -1.104 -1.255 -1.184
H: -0.661 -0.940 1.704
H: 0.754 -0.393 2.616
H: -0.178 0.946 1.738
H: 0.919 0.465 -1.787
H: 1.802 0.585 0.544

Values from the calculation:
LUMO energy = 0.43 eV
ΔE to the lowest compared entry with this formula, charge and spin = 263.09 kJ/mol
Kohn-Sham gap = 9.0 eV

ORCA calculation (ωB97M-V with the def2-TZVPD basis set) on a molecular structure, C38H52Cl2P2Re in a non-equilibrium geometry.

Geometry (Å):
P: -1.714 3.623 -1.915
C: -1.533 3.586 -3.811
C: -2.177 4.702 -4.647
C: -2.103 4.365 -6.140
C: -0.682 4.032 -6.611
C: 0.030 3.016 -5.710
C: -0.067 3.380 -4.222
C: -0.702 5.118 -1.361
C: -0.790 6.384 -2.212
C: -0.068 7.544 -1.517
C: 1.383 7.198 -1.162
C: 1.537 5.848 -0.446
C: 0.765 4.712 -1.130
C: -3.442 4.333 -1.765
C: -4.451 3.332 -2.357
C: -5.899 3.813 -2.194
C: -6.244 4.200 -0.752
C: -5.217 5.155 -0.134
C: -3.768 4.676 -0.301
H: -2.076 2.647 -4.034
H: -1.656 5.650 -4.466
H: -3.225 4.864 -4.362
H: -2.499 5.209 -6.719
H: -2.759 3.507 -6.338
H: -0.720 3.647 -7.637
H: -0.090 4.956 -6.644
H: -0.420 2.024 -5.854
H: 1.085 2.937 -5.995
H: 0.394 2.588 -3.614
H: 0.501 4.306 -4.041
H: -1.141 5.352 -0.374
H: -0.618 7.808 -0.604
H: -1.836 6.662 -2.410
H: -0.311 6.202 -3.185
H: -0.093 8.423 -2.171
H: 1.803 7.992 -0.534
H: 1.976 7.180 -2.086
H: 2.598 5.581 -0.384
H: 1.170 5.946 0.584
H: 0.815 3.799 -0.517
H: 1.237 4.470 -2.093
H: -3.472 5.271 -2.351
H: -4.253 3.156 -3.425
H: -4.323 2.362 -1.853
H: -6.058 4.683 -2.846
H: -6.576 3.025 -2.543
H: -6.300 3.290 -0.140
H: -7.236 4.662 -0.725
H: -5.426 5.289 0.933
H: -5.316 6.142 -0.606
H: -3.094 5.459 0.073
H: -3.594 3.786 0.323
Re: -0.037 0.116 0.326
Cl: -0.446 1.239 2.239
Cl: -0.662 -0.146 -1.867
C: 1.797 -0.501 0.505
H: 2.093 -1.280 1.244
C: 3.011 0.092 -0.095
C: 4.273 -0.055 0.538
C: 5.397 0.536 -0.021
C: 5.289 1.297 -1.198
C: 4.045 1.438 -1.826
C: 2.915 0.826 -1.284
H: 4.337 -0.637 1.460
H: 6.371 0.410 0.460
H: 3.956 2.020 -2.743
H: 1.942 0.902 -1.774
H: 6.176 1.774 -1.617
C: -0.444 -2.109 2.930
P: -0.696 -1.893 1.122
C: 0.062 -3.447 0.444
C: 0.708 -3.412 -0.798
C: 1.527 -4.468 -1.213
C: 1.639 -5.615 -0.425
C: 0.931 -5.696 0.779
C: 0.159 -4.614 1.221
C: -2.534 -2.120 0.998
C: -3.204 -3.332 1.239
C: -4.605 -3.343 1.276
C: -5.331 -2.173 1.018
C: -4.658 -0.982 0.735
C: -3.257 -0.962 0.731
H: 0.620 -2.272 3.145
H: -1.032 -2.958 3.289
H: -0.771 -1.192 3.436
H: 0.595 -2.533 -1.436
H: 2.082 -4.399 -2.148
H: 2.275 -6.445 -0.743
H: 0.988 -6.600 1.390
H: -0.350 -4.682 2.184
H: -2.641 -4.253 1.394
H: -5.137 -4.268 1.508
H: -6.421 -2.186 1.038
H: -5.214 -0.068 0.529
H: -2.714 -0.027 0.522

Values from the calculation:
multiplicity = 4
LUMO energy (alpha / beta) = -0.10 / -1.06 eV
Kohn-Sham gap (alpha / beta) = 5.6 / 6.6 eV

ORCA calculation (ωB97M-V with the def2-TZVPD basis set) on 2 unconnected molecules or ions with the total composition C6H6NO6S in a non-equilibrium geometry.

Geometry (Å):
C: 2.084 -2.269 -0.471
C: 1.316 -2.033 0.732
C: 1.765 -1.530 -1.562
C: 0.305 -1.099 0.717
C: 0.489 -0.762 -1.800
C: 0.167 -0.215 -0.376
N: -0.531 1.011 -0.114
O: -1.617 4.073 2.329
O: -1.092 1.273 1.009
O: -0.837 1.804 -1.086
O: -3.683 3.016 1.425
O: -2.597 2.047 3.417
O: 0.532 0.256 -2.695
S: -2.596 2.991 2.345
H: 2.929 -2.893 -0.465
H: 1.645 -2.557 1.624
H: 2.476 -1.663 -2.429
H: -0.228 -0.903 1.693
H: -0.409 -1.391 -2.073
H: -0.118 0.842 -2.217

Values from the calculation:
LUMO energy (alpha / beta) = 2.64 / 2.64 eV
ΔE to the lowest compared entry with this formula, charge and spin = 345.02 kJ/mol
Kohn-Sham gap (alpha / beta) = 6.2 / 6.2 eV
total charge = -1

ORCA calculation (ωB97M-V with the def2-TZVPD basis set) on a molecular structure, C26H24N6O6Re in a non-equilibrium geometry.

Geometry (Å):
Re: -0.278 -0.191 -0.006
C: 1.782 2.287 -0.223
N: 0.387 2.004 0.166
C: 0.003 2.532 1.507
C: -0.173 1.387 2.440
N: -0.170 0.134 2.004
C: -0.354 -0.684 3.132
C: -0.368 -2.069 3.273
C: -0.563 -2.565 4.546
C: -0.732 -1.717 5.652
C: -0.692 -0.343 5.524
C: -0.492 0.148 4.240
N: -0.380 1.451 3.757
C: 2.487 0.993 -0.328
N: 1.854 -0.165 -0.226
C: 2.871 -1.159 -0.409
C: 2.877 -2.557 -0.364
C: 4.083 -3.195 -0.572
C: 5.274 -2.500 -0.815
C: 5.293 -1.125 -0.843
C: 4.077 -0.489 -0.631
N: 3.788 0.863 -0.575
H: 2.273 2.941 0.499
H: 1.796 2.805 -1.184
H: -0.212 2.480 -0.498
H: -0.927 3.097 1.416
H: 0.770 3.209 1.886
H: -0.178 -2.739 2.442
H: -0.567 -3.635 4.701
H: -0.881 -2.153 6.630
H: -0.798 0.310 6.379
H: -0.430 2.295 4.306
H: 1.998 -3.143 -0.175
H: 4.105 -4.276 -0.545
H: 6.191 -3.052 -0.972
H: 6.206 -0.569 -1.012
H: 4.447 1.617 -0.696
N: -2.244 -1.330 0.392
C: -2.100 -2.776 0.220
C: -0.632 -3.138 -0.025
O: -0.146 -4.220 0.048
O: 0.082 -2.032 -0.359
H: -2.614 -1.119 1.313
H: -2.907 -0.948 -0.279
H: -2.670 -3.120 -0.643
H: -2.460 -3.327 1.087
O: -2.762 2.774 -1.095
C: -2.288 1.698 -1.317
O: -1.792 0.979 -0.244
C: -2.153 1.045 -2.639
C: -1.231 0.029 -2.879
C: -1.072 -0.582 -4.121
C: -1.909 -0.124 -5.113
O: -1.980 -0.543 -6.385
C: -2.995 0.252 -7.031
O: -3.513 1.145 -6.037
C: -2.836 0.900 -4.896
C: -2.978 1.513 -3.681
H: -0.519 -0.282 -2.102
H: -0.342 -1.358 -4.300
H: -3.790 -0.404 -7.383
H: -2.539 0.827 -7.836
H: -3.688 2.310 -3.511

Values from the calculation:
multiplicity = 2
LUMO energy (alpha / beta) = -5.88 / -6.98 eV
ΔE to the lowest compared entry with this formula, charge and spin = 15.81 kJ/mol
Kohn-Sham gap (alpha / beta) = 7.5 / 6.4 eV
total charge = +2

ORCA calculation (ωB97M-V with the def2-TZVPD basis set) on a molecular structure, C6H5ClN4O3 in a non-equilibrium geometry.

Geometry (Å):
C: 1.559 -0.199 -0.682
C: 0.910 0.324 0.482
C: -1.167 -0.530 -0.424
C: -0.549 -1.033 -1.532
C: -0.559 0.207 0.711
C: 0.926 -1.037 -1.592
N: 2.831 0.179 -0.660
N: 2.955 0.925 0.411
N: 1.794 1.203 1.041
N: 1.148 -2.688 -0.629
O: 1.817 1.824 2.078
O: 0.384 -2.762 0.269
O: 2.107 -3.309 -0.947
Cl: 1.759 -1.324 -3.070
H: -2.252 -0.947 -0.407
H: -1.101 -1.543 -2.305
H: -0.936 -0.240 1.734
H: -0.872 1.318 0.723
H: 3.848 1.466 0.698

Values from the calculation:
LUMO energy = -0.29 eV
ΔE to the lowest compared entry with this formula, charge and spin = 55.49 kJ/mol
Kohn-Sham gap = 8.7 eV

ORCA calculation (ωB97M-V with the def2-TZVPD basis set) on 3 unconnected molecules or ions with the total composition C4H12BN in a non-equilibrium geometry.

Geometry (Å):
B: -2.402 0.050 -0.361
C: 0.711 0.531 1.229
C: 0.371 -1.712 0.052
C: 0.786 0.448 -1.127
C: 0.163 -0.265 0.066
N: -1.221 -0.064 -0.026
H: -3.337 -0.472 -0.818
H: -1.974 3.518 0.320
H: 0.708 1.596 0.903
H: 0.251 0.354 2.282
H: 1.666 0.111 1.315
H: 1.389 -2.014 -0.323
H: -0.334 -2.280 -0.496
H: 0.311 -2.028 1.113
H: 0.739 -0.215 -1.951
H: 0.257 1.408 -1.308
H: 1.782 0.710 -0.808
H: -1.777 2.579 0.971

Values from the calculation:
LUMO energy = 0.88 eV
ΔE to the lowest compared entry with this formula, charge and spin = 410.87 kJ/mol
Kohn-Sham gap = 10.6 eV

ORCA calculation (ωB97M-V with the def2-TZVPD basis set) on a molecular structure, C44H63N7O4Ti in a non-equilibrium geometry.

Geometry (Å):
Ti: 0.135 0.784 -0.215
O: 2.407 4.197 -1.101
C: 1.574 3.310 -0.617
O: 1.535 2.136 -0.989
C: 0.628 3.698 0.431
C: 0.507 4.905 1.093
C: -0.441 4.985 2.106
C: -1.243 3.884 2.382
C: -1.064 2.726 1.649
N: -0.122 2.632 0.714
C: -1.947 1.506 1.645
O: -2.981 1.446 2.267
O: -1.511 0.653 0.761
H: 2.946 3.782 -1.795
H: 1.138 5.742 0.830
H: -0.562 5.903 2.664
H: -2.018 3.908 3.137
C: 0.028 0.205 3.575
C: -0.806 -0.907 3.196
C: -0.278 -1.422 2.024
C: 0.865 -0.553 1.599
C: 1.073 0.382 2.717
C: 2.335 1.129 3.156
C: 3.449 0.078 3.312
C: 2.810 2.281 2.261
C: 2.137 1.769 4.538
C: -0.716 -2.648 1.207
C: -0.815 -3.910 2.078
C: -2.031 -2.440 0.438
C: 0.322 -2.983 0.140
C: -1.908 -1.323 4.193
C: -1.343 -2.386 5.150
C: -2.307 -0.127 5.082
C: -3.224 -1.810 3.579
H: -0.105 0.766 4.484
H: 1.724 -1.054 1.163
H: 3.687 -0.412 2.369
H: 3.123 -0.699 4.006
H: 4.363 0.532 3.704
H: 2.857 2.041 1.203
H: 3.810 2.599 2.567
H: 2.152 3.141 2.390
H: 1.947 1.024 5.310
H: 1.305 2.477 4.534
H: 3.042 2.314 4.817
H: -1.633 -3.874 2.787
H: 0.110 -4.060 2.639
H: -0.974 -4.783 1.440
H: -2.865 -2.189 1.081
H: -2.279 -3.353 -0.112
H: -1.932 -1.627 -0.284
H: 1.296 -3.178 0.585
H: 0.416 -2.170 -0.578
H: 0.013 -3.875 -0.411
H: -0.443 -2.007 5.638
H: -1.080 -3.312 4.646
H: -2.076 -2.617 5.928
H: -1.501 0.177 5.751
H: -3.144 -0.426 5.716
H: -2.620 0.732 4.491
H: -3.138 -2.754 3.051
H: -3.630 -1.060 2.897
H: -3.952 -1.965 4.378
C: 3.763 -0.174 -0.232
N: 3.228 -1.432 -0.732
C: 3.812 -2.653 -0.194
C: 2.305 -1.398 -1.708
N: 1.438 -0.366 -1.806
C: 1.570 0.261 -3.079
C: 2.831 0.273 -3.647
C: 3.091 0.767 -4.934
C: 2.074 1.296 -5.661
C: 0.777 1.393 -5.101
C: -0.233 1.994 -5.890
C: -1.483 2.165 -5.386
C: -1.757 1.755 -4.074
C: -0.823 1.126 -3.273
N: -1.207 0.810 -1.945
C: -2.536 0.525 -1.868
N: -3.394 1.267 -1.160
C: -4.572 0.704 -0.506
C: -3.167 2.687 -0.946
N: -3.045 -0.537 -2.525
C: -2.175 -1.599 -2.975
C: -4.363 -0.509 -3.144
C: 0.499 0.908 -3.785
N: 2.328 -2.423 -2.597
C: 1.198 -2.689 -3.463
C: 3.588 -2.955 -3.101
H: 4.067 0.477 -1.052
H: 3.038 0.342 0.382
H: 4.636 -0.388 0.381
H: 3.737 -2.628 0.895
H: 4.864 -2.752 -0.468
H: 3.264 -3.516 -0.558
H: 3.662 -0.134 -3.084
H: 4.096 0.720 -5.333
H: 2.234 1.674 -6.662
H: 0.023 2.327 -6.887
H: -2.258 2.642 -5.972
H: -2.738 1.977 -3.671
H: -4.529 -0.381 -0.554
H: -5.497 1.052 -0.970
H: -4.552 1.002 0.542
H: -2.161 2.951 -1.264
H: -3.310 2.934 0.105
H: -3.890 3.266 -1.526
H: -1.334 -1.659 -2.293
H: -1.809 -1.414 -3.991
H: -2.724 -2.540 -2.953
H: -4.807 0.476 -3.037
H: -5.031 -1.253 -2.708
H: -4.244 -0.721 -4.209
H: 0.280 -2.538 -2.912
H: 1.248 -3.731 -3.777
H: 1.205 -2.048 -4.351
H: 4.430 -2.454 -2.636
H: 3.634 -2.769 -4.177
H: 3.670 -4.029 -2.926

Values from the calculation:
multiplicity = 2
LUMO energy (alpha / beta) = -3.37 / -3.58 eV
ΔE to the lowest compared entry with this formula, charge and spin = 18.67 kJ/mol
Kohn-Sham gap (alpha / beta) = 5.6 / 5.4 eV
total charge = +1

ORCA calculation (ωB97M-V with the def2-TZVPD basis set) on a molecular structure, C3H2I2O2 in a non-equilibrium geometry.

Geometry (Å):
C: -0.090 0.268 1.789
C: -0.799 -0.151 -0.933
C: 0.516 -0.124 -0.850
O: -0.607 1.275 1.612
O: 0.412 -0.730 2.032
I: 1.673 -1.887 -0.791
I: 1.620 1.673 -0.951
H: -1.380 0.758 -0.989
H: -1.344 -1.082 -0.918

Values from the calculation:
LUMO energy = -0.17 eV
ΔE to the lowest compared entry with this formula, charge and spin = 0.00 kJ/mol
Kohn-Sham gap = 9.2 eV